9
Properties=species:S:1:pos:R:3 method="wB97M-V/def2-TZVPD" gap_ev=8.144 e_lumo_ev=-1.300 charge=0 max_force_ha_per_bohr=0.0913
C 2.534 0.732 -0.268
C -0.592 0.602 -0.543
C -1.459 -0.601 -0.182
F 3.170 0.541 0.856
F -0.597 1.472 0.458
F -1.520 -0.686 1.190
F -0.905 -1.753 -0.599
H 1.738 0.008 -0.359
H -2.370 -0.315 -0.553


8
Properties=species:S:1:pos:R:3 method="wB97M-V/def2-TZVPD" gap_ev="11.529 / 5.154" e_lumo_ev="-0.375 / -3.971" charge=0 max_force_ha_per_bohr=0.0416
C -0.092 0.325 -0.674
C 1.085 -0.227 0.103
N -1.196 0.223 -1.372
N -0.620 1.481 -0.941
Cl -3.542 -0.394 1.615
Cl 2.147 1.095 0.487
Cl 0.391 -0.951 1.641
Cl 1.827 -1.551 -0.858


57
Properties=species:S:1:pos:R:3 method="wB97M-V/def2-TZVPD" gap_ev="7.709 / 6.262" e_lumo_ev="-3.201 / -5.859" spin_multiplicity=4 charge=+1 max_force_ha_per_bohr=0.0594
O -0.874 1.275 -5.248
C 0.512 1.772 -5.066
C 0.031 3.231 -4.883
H 1.198 1.627 -5.914
H 0.935 1.231 -4.195
C -1.426 2.588 -4.892
H 0.187 3.914 -5.715
H 0.423 3.627 -3.930
C -2.468 2.775 -5.978
H -1.998 2.590 -6.941
H -2.973 3.748 -5.922
H -3.152 1.925 -5.841
C -1.986 2.600 -3.488
H -1.204 2.576 -2.725
H -2.669 1.765 -3.322
H -2.601 3.488 -3.369
Re 0.207 -0.787 -0.723
C 1.025 0.685 0.611
C 2.123 -0.234 0.516
C 2.747 -0.028 -0.763
H 2.491 -0.859 1.332
C 1.994 0.898 -1.506
C 0.818 1.259 -0.741
H 0.129 2.065 -0.969
H 0.550 1.000 1.543
H 3.692 -0.458 -1.051
H 2.231 1.279 -2.499
C -1.205 -1.278 0.787
C -1.607 -0.019 0.222
C -1.835 -0.207 -1.172
H -1.785 0.899 0.790
C -1.636 -1.611 -1.464
C -1.237 -2.268 -0.249
H -1.153 -3.348 -0.095
H -1.067 -1.485 1.854
H -2.223 0.525 -1.856
H -1.845 -2.091 -2.397
O 0.922 -1.268 -3.860
C -0.058 -1.378 -4.934
C 0.440 -2.208 -6.093
H -0.431 -0.483 -5.396
H -0.875 -1.913 -4.453
C 1.541 -3.024 -5.439
H 0.763 -1.677 -7.002
H -0.444 -2.813 -6.371
C 1.496 -2.598 -3.975
H 2.558 -2.917 -5.846
H 1.225 -4.062 -5.558
H 2.463 -2.607 -3.462
H 0.771 -3.170 -3.385
F 2.548 -5.023 0.674
C 2.413 -3.712 0.398
F 1.576 -3.172 1.353
F 3.629 -3.091 0.512
C 1.765 -3.472 -1.033
O 1.575 -4.448 -1.739
O 1.507 -2.232 -1.352


11
Properties=species:S:1:pos:R:3 method="wB97M-V/def2-TZVPD" gap_ev=8.788 e_lumo_ev=0.184 smiles=Oc1nc(S)c(S)o1 charge=0 max_force_ha_per_bohr=0.0860
O 2.239 0.378 -1.295
C 1.201 0.155 -0.546
N 0.048 -0.218 -1.054
C -0.849 -0.049 0.004
S -2.474 -0.582 -0.486
C -0.185 0.616 0.955
S -0.560 0.894 2.704
O 1.176 0.681 0.677
H 1.980 -0.069 -2.034
H -1.773 -1.123 -1.706
H -0.803 -0.684 2.781


15
Properties=species:S:1:pos:R:3 method="wB97M-V/def2-TZVPD" gap_ev="6.919 / 6.920" e_lumo_ev="-0.061 / -0.061" charge=0 max_force_ha_per_bohr=0.0118
C -1.339 0.312 0.744
C -1.156 -0.508 -1.215
N 0.020 -0.121 -0.351
C 1.028 -0.905 0.244
C 2.026 -0.053 0.575
N 1.765 1.233 0.104
C 0.602 1.151 -0.455
H -1.896 1.180 0.412
H -1.973 -0.546 0.939
H -0.682 0.529 1.600
H -0.840 -0.471 -2.262
H -1.419 -1.528 -0.932
H 0.870 -1.958 0.422
H 2.938 -0.264 1.121
H 0.056 1.949 -0.944


| no. | E_tot (Eh) |
| --- | --- |
| 1 | -514.69217 |
| 2 | -2026.28100 |
| 3 | -1495.39675 |
| 4 | -1117.64974 |
| 5 | -304.62049 |